{"formula": "C27H30F5NO2P2SSe3SrTe", "method": "wB97M-V/def2-TZVPD", "spin_multiplicity": 1, "gap_ha": 0.1897, "total_charge": -2, "e_homo_ha": -0.0383, "lumo_ev": 4.119, "e_above_lowest_kj_mol": 59.3, "elements": ["Sr", "C", "P", "C", "C", "C", "P", "C", "C", "H", "H", "H", "H", "H", "H", "H", "H", "H", "H", "H", "H", "H", "H", "H", "H", "F", "C", "C", "F", "C", "F", "C", "S", "C", "F", "C", "F", "Se", "Se", "Te", "Se", "C", "C", "C", "C", "C", "C", "N", "C", "C", "C", "C", "C", "C", "C", "O", "O", "C", "C", "H", "H", "H", "H", "H", "H", "H", "H", "H", "H", "H", "H", "H", "H"], "positions_angstrom": [[-0.1909, -1.9529, 0.5355], [-1.4897, 2.0153, 2.4827], [-2.0691, 0.5664, 1.5014], [-2.8582, -0.3845, 2.8821], [-3.5732, 1.2998, 0.7140], [-4.4940, 0.2014, 0.1120], [-3.5081, -1.2337, -0.5418], [-3.0195, -0.5411, -2.1712], [-4.8360, -2.3836, -1.0440], [-2.2827, 2.4099, 3.1256], [-1.1519, 2.8104, 1.8101], [-0.6370, 1.7058, 3.0883], [-3.6700, 0.1878, 3.3436], [-2.0992, -0.5904, 3.6408], [-3.2447, -1.3436, 2.5322], [-3.2204, 1.9641, -0.0793], [-4.0994, 1.9192, 1.4449], [-5.1275, 0.6047, -0.6819], [-5.1565, -0.1935, 0.8862], [-3.8801, -0.1187, -2.7036], [-2.5648, -1.3157, -2.7976], [-2.2594, 0.2353, -2.0517], [-5.5913, -1.8764, -1.6551], [-5.3013, -2.8236, -0.1616], [-4.3760, -3.1925, -1.6132], [-0.2040, -5.3501, 6.6632], [0.3201, -4.8982, 5.5135], [-0.3813, -4.0406, 4.7102], [-1.6067, -3.6446, 5.0838], [0.1846, -3.5844, 3.5355], [-0.5875, -2.7282, 2.8093], [1.4487, -3.9307, 3.0702], [2.1586, -3.3515, 1.5801], [2.1158, -4.8073, 3.9334], [3.3471, -5.2347, 3.6357], [1.5795, -5.2794, 5.1139], [2.2813, -6.1183, 5.8938], [-1.9783, -4.5615, 0.3603], [-1.8256, -4.8231, -1.9673], [0.1160, -3.2479, -2.5321], [-0.5338, -2.0945, -4.6361], [1.3490, 2.2293, -6.0491], [1.6741, 2.8332, -4.6993], [1.7708, 4.2171, -4.5692], [2.0382, 4.7846, -3.3314], [2.2061, 3.9813, -2.2122], [2.1362, 2.5916, -2.3332], [2.2344, 1.7245, -1.2313], [2.8224, 1.9493, 0.0122], [3.8942, 2.8368, 0.1981], [4.4961, 2.9697, 1.4406], [4.0632, 2.2181, 2.5313], [3.0149, 1.3275, 2.3463], [2.3886, 1.1874, 1.1105], [1.2649, 0.1993, 0.9675], [0.7423, -0.2784, 2.0065], [0.8824, -0.1379, -0.2145], [1.8778, 2.0047, -3.5884], [1.7955, 0.4993, -3.7130], [1.0459, 3.0037, -6.7543], [0.5426, 1.4961, -5.9765], [2.2112, 1.7071, -6.4772], [1.6154, 4.8474, -5.4399], [2.0916, 5.8617, -3.2288], [2.3582, 4.4278, -1.2383], [1.6323, 0.9110, -1.2323], [4.2732, 3.3905, -0.6503], [5.3308, 3.6562, 1.5500], [4.5448, 2.3123, 3.4980], [2.6500, 0.7080, 3.1560], [2.4773, 0.0090, -3.0158], [2.0489, 0.1611, -4.7196], [0.7934, 0.0963, -3.5078]]}